{
  "formula": "C3H9BrO4PZr",
  "method": "ωB97M-V/def2-TZVPD",
  "relative_energy_ev": 0.4736,
  "total_charge": 3,
  "lumo_ev": -17.29,
  "homo_ev": -21.3,
  "elements": ["Zr", "Br", "C", "O", "P", "O", "O", "C", "O", "C", "H", "H", "H", "H", "H", "H", "H", "H", "H"],
  "xyz": [[26.58699, 24.93673, -1.44193], [24.75006, 23.23487, -2.18571], [27.18550, 23.34613, -5.98743], [28.51709, 23.50154, -5.45640], [28.77851, 23.27582, -3.90747], [27.77927, 24.00355, -3.00499], [30.23347, 23.85992, -3.73868], [31.34835, 23.24245, -4.42948], [28.95828, 21.69146, -3.71512], [27.92695, 20.79421, -3.16914], [27.05317, 23.93411, -6.89498], [26.40730, 23.64986, -5.28037], [26.96792, 22.32957, -6.32770], [32.28757, 23.57807, -3.99486], [31.36243, 23.53381, -5.47940], [31.34242, 22.15966, -4.33988], [28.44018, 20.24834, -2.37732], [27.60354, 20.13369, -3.97014], [27.12423, 21.37981, -2.71449]]
}